35
Properties=species:S:1:pos:R:3:lowdin_charge:R:1 method="wB97M-V/def2-TZVPD" lumo_ev=-0.445 max_force_ev_per_a=2.82 total_energy_ev=-93334.40499 de_lowest_ev=0.397 homo_lumo_gap_ev=7.65
H 1.9783 -2.5501 0.5304 0.046
N -0.0343 -1.9316 0.1765 -0.077
B -2.4144 -1.7526 -0.8681 -0.490
N -1.0322 -2.4330 -0.6282 -0.015
C -0.6411 -3.6187 -1.1446 -0.064
Pb 0.3351 -0.4055 2.1540 1.067
H -1.3147 -4.1984 -1.7548 0.121
C 0.6653 -3.8678 -0.7278 -0.065
H 1.2689 -4.7213 -0.9553 0.085
C 1.0253 -2.7697 0.0637 -0.185
H -3.1911 -2.6146 -1.1837 0.108
C 0.2960 1.3290 0.4406 -0.328
H 0.7183 2.2269 0.8565 -0.056
H -0.7905 1.4278 0.2593 -0.032
H 0.7568 0.9519 -0.4661 -0.039
N -2.3377 -0.7662 -2.0883 -0.047
N -2.9493 -1.1126 0.4570 -0.012
N -1.2259 0.0293 -2.2758 0.053
N -2.1532 -0.4123 1.3428 -0.084
C -3.2126 -0.5602 -3.1056 -0.106
C -4.1993 -1.2013 0.9657 -0.078
H -4.1317 -1.1245 -3.1635 0.107
H -4.9682 -1.7449 0.4269 0.122
C -2.6822 0.4210 -3.9436 -0.091
C -4.2282 -0.5454 2.1890 -0.080
C -1.4407 0.7661 -3.3548 -0.182
C -2.9387 -0.0403 2.3851 -0.182
H -3.1071 0.8259 -4.8415 0.074
H -5.0676 -0.4495 2.8607 0.089
H -0.7308 1.5110 -3.7030 0.092
H -2.5584 0.5369 3.2215 0.092
H 2.7946 2.8453 -0.7489 0.107
Se 3.4032 -0.1705 1.5334 0.618
C 3.3455 1.2415 0.4886 -0.748
N 3.3474 2.2110 -0.2076 0.179